{
  "formula": "C3H5NO3",
  "method": "ωB97M-V/def2-TZVPD",
  "elements": ["C", "C", "C", "O", "N", "O", "O", "H", "H", "H", "H", "H"],
  "xyz": [[1.171, -0.793, 0.473], [0.089, -0.093, -0.297], [-0.201, 1.670, -0.080], [0.402, 2.683, 0.103], [-1.298, -0.626, -0.105], [-2.141, -0.051, -0.778], [-1.471, -1.530, 0.715], [1.901, -0.851, -0.258], [0.898, -1.794, 0.773], [1.627, -0.217, 1.227], [0.320, -0.064, -1.395], [-1.297, 1.666, -0.378]],
  "lowdin_charge": [-0.043, -0.150, -0.110, 0.089, -0.384, 0.043, 0.074, 0.054, 0.087, 0.074, 0.157, 0.109],
  "total_charge": 0,
  "homo_lumo_gap_ev": 9.9,
  "smiles": "C[C@H](C=O)[N+](=O)[O-]",
  "relative_energy_ev": 5.625,
  "e_tot_ha": -397.62998,
  "max_force_ev_per_a": 2.55
}